DFT (ωB97M-V/def2-TZVPD) results for C4H7NO3 in the gas phase at a distorted geometry.

Kohn-Sham gap, eV: 10.44
LUMO, eV: 0.7677
M, u: 117.10
SMILES: O=CN1CCOCO1
HOMO level, eV: -9.675

The geometry in XYZ format:
```
15
C4H7NO3, DFT ωB97M-V/def2-TZVPD
C -1.817 0.598 -0.213
C 0.618 1.202 -0.044
C 1.476 -0.110 -0.313
C -0.181 -1.448 0.289
H -1.741 1.555 -0.835
H 0.326 1.611 -1.023
H 1.342 1.929 0.371
H 1.787 -0.637 0.738
H 2.370 -0.069 -0.833
H 0.540 -1.864 1.040
H -1.158 -1.912 0.201
N -0.729 0.830 0.655
O -2.619 -0.393 -0.425
O 0.274 -0.942 -0.864
O -0.488 -0.350 1.257
```